Entry w
Entry from OMol25: the molecule CH3O4P (ωB97M-V/def2-TZVPD).

Calculated values
- Frontier orbital gap: 11.56 eV
- Highest occupied orbital energy: -11.10 eV
- LUMO: 0.46 eV
- 2S+1: 1

CARTESIAN COORDINATES (ANGSTROEM)
O1 -2.680 -1.522 -0.341
O2 0.563 1.309 0.389
O3 -0.904 0.221 -1.015
O4 -1.505 0.323 1.067
C1 -0.832 1.206 0.162
P1 -1.425 -0.873 -0.004
H1 0.905 1.921 -0.193
H2 -1.299 2.185 -0.100
H3 -0.541 -1.868 0.303



Entry x
Entry from OMol25: the molecule CH3O4P (ωB97M-V/def2-TZVPD).

Calculated values
- Frontier orbital gap: 10.66 eV
- Highest occupied orbital energy: -10.68 eV
- LUMO: -0.02 eV
- 2S+1: 1

CARTESIAN COORDINATES (ANGSTROEM)
C1 -0.633 -0.267 0.084
O1 2.601 -1.080 0.603
O2 0.151 -0.932 -0.504
O3 -1.851 -0.674 0.197
O4 1.591 1.167 0.241
P1 2.052 -0.110 -0.311
H1 -0.562 0.814 0.423
H2 2.091 -0.240 -1.634
H3 -2.598 -0.354 0.782



Q: Which of them is the most stable? A: entry w.



Entry w
Entry from OMol25: a structure of composition C7H14NS (ωB97M-V/def2-TZVPD).

Calculated values
- Frontier orbital gap: 9.77 eV
- Highest occupied orbital energy: -12.36 eV
- Net charge: +1
- LUMO: -2.59 eV
- 2S+1: 1

CARTESIAN COORDINATES (ANGSTROEM)
C1 2.563 -1.075 -0.133
C2 2.731 0.177 -0.572
C3 1.368 -1.448 0.617
C4 0.486 0.261 0.747
C5 -1.385 1.677 0.337
C6 -1.947 -0.731 0.477
C7 -0.800 0.241 -1.474
N1 -0.889 0.392 -0.009
S1 1.699 1.409 0.183
H1 3.314 -1.839 -0.292
H2 3.505 0.660 -1.160
H3 0.803 -2.166 0.130
H4 1.604 -1.687 1.672
H5 0.224 0.421 1.763
H6 -2.058 2.112 -0.373
H7 -1.904 1.674 1.298
H8 -0.470 2.289 0.389
H9 -2.121 -0.699 1.590
H10 -2.950 -0.516 0.100
H11 -1.571 -1.734 0.275
H12 -1.683 0.171 -1.996
H13 -0.274 1.014 -1.952
H14 -0.246 -0.604 -1.621



Entry x
Entry from OMol25: a structure of composition C7H14NS (ωB97M-V/def2-TZVPD).

Calculated values
- Frontier orbital gap: 9.66 eV
- Highest occupied orbital energy: -14.70 eV
- Net charge: +1
- LUMO: -5.04 eV
- 2S+1: 1

CARTESIAN COORDINATES (ANGSTROEM)
C1 0.083 -0.832 -0.740
C2 -1.527 -0.843 0.904
C3 -0.642 2.366 1.525
C4 1.517 1.395 0.397
C5 2.229 -3.348 -2.486
C6 -0.648 0.086 0.036
C7 0.137 1.030 0.966
N1 0.491 -1.662 -1.421
S1 0.928 -3.618 -3.347
H1 -2.255 -1.583 0.458
H2 -1.991 -0.163 1.629
H3 -0.777 -1.516 1.301
H4 -0.429 2.490 2.540
H5 -1.672 2.263 1.363
H6 -0.382 3.316 0.942
H7 1.338 1.774 -0.633
H8 2.018 2.079 1.188
H9 2.123 0.474 0.246
H10 2.202 -2.842 -1.490
H11 3.131 -3.752 -2.823
H12 -1.183 0.744 -0.687
H13 0.389 0.418 1.865
H14 0.364 -2.527 -2.260



Entry y
Entry from OMol25: a cluster of 2 separate species, C7H14NS in total (ωB97M-V/def2-TZVPD).

Calculated values
- Frontier orbital gap (alpha / beta): 7.18 / 3.93 eV
- Highest occupied orbital energy (alpha / beta): -12.07 / -10.48 eV
- Net charge: +1
- LUMO (alpha / beta): -4.89 / -6.55 eV
- 2S+1: 1

CARTESIAN COORDINATES (ANGSTROEM)
C1 -2.196 -1.408 -0.100
C2 -0.717 -1.578 0.258
C3 0.861 0.273 1.001
C4 -2.485 -0.013 -0.549
C5 3.776 0.112 -0.413
C6 -0.305 -0.159 0.531
C7 -1.192 2.125 -0.055
N1 -1.276 0.623 0.045
S1 5.092 -0.660 0.247
H1 -2.561 -2.252 -0.669
H2 -2.702 -1.534 0.854
H3 -0.582 -2.348 1.121
H4 -0.272 -2.192 -0.511
H5 1.504 -0.538 1.294
H6 1.037 1.214 1.374
H7 -2.629 0.197 -1.658
H8 -3.366 0.399 0.041
H9 2.991 -0.613 -0.518
H10 -1.492 2.583 -0.949
H11 -1.853 2.314 0.726
H12 -0.233 2.531 0.271
H13 3.670 1.158 -0.558
H14 5.965 0.378 0.379



Q: Which of them is the most stable? A: entry w.



Entry w
Entry from OMol25: the ion C2H10N3O with charge +1 (ωB97M-V/def2-TZVPD).

Calculated values
- Frontier orbital gap: 11.29 eV
- Highest occupied orbital energy: -14.69 eV
- Net charge: +1
- LUMO: -3.40 eV
- SMILES: N[C@@H]([NH3+])[C@@H](N)O
- 2S+1: 1

CARTESIAN COORDINATES (ANGSTROEM)
C1 -0.532 0.304 0.264
C2 0.955 0.585 -0.209
N1 -1.640 0.997 -0.208
N2 1.813 0.180 0.876
N3 -0.833 -1.190 -0.043
O1 1.097 -0.068 -1.499
H1 -0.418 0.510 1.318
H2 1.137 1.671 -0.406
H3 -1.529 0.846 -1.162
H4 -1.662 2.027 -0.138
H5 2.834 0.533 0.775
H6 1.982 -0.781 0.704
H7 -1.819 -1.211 0.007
H8 -0.556 -1.322 -1.043
H9 -0.222 -1.667 0.636
H10 1.114 0.610 -2.168



Entry x
Entry from OMol25: a cluster of 2 separate species, C2H10N3O in total (ωB97M-V/def2-TZVPD).

Calculated values
- Frontier orbital gap: 11.09 eV
- Highest occupied orbital energy: -14.32 eV
- Net charge: +1
- LUMO: -3.23 eV
- 2S+1: 1

CARTESIAN COORDINATES (ANGSTROEM)
C1 0.252 -0.220 -0.736
N1 -0.860 -0.172 -1.372
N2 0.952 0.879 -0.431
N3 0.690 -1.402 -0.302
C2 0.599 2.277 -0.827
H1 -1.219 0.740 -1.663
H2 -1.461 -0.998 -1.423
H3 1.799 0.780 0.133
H4 1.591 -1.574 0.150
H5 0.093 -2.189 -0.569
H6 -0.168 2.269 -1.620
H7 1.506 2.767 -1.219
H8 0.220 2.868 0.024
O1 -1.714 -1.934 3.192
H9 -1.310 -2.798 3.432
H10 -0.969 -1.292 3.231



Entry y
Entry from OMol25: a cluster of 2 separate species, C2H10N3O in total (ωB97M-V/def2-TZVPD).

Calculated values
- Frontier orbital gap: 11.78 eV
- Highest occupied orbital energy: -14.67 eV
- Net charge: +1
- LUMO: -2.89 eV
- 2S+1: 1

CARTESIAN COORDINATES (ANGSTROEM)
C1 -1.718 -1.453 -1.581
N1 -1.323 -0.223 -0.854
C2 -0.365 0.037 0.009
N2 -0.562 0.985 0.947
N3 0.783 -0.629 0.044
H1 -0.863 -2.112 -1.773
H2 -1.900 -1.088 -2.584
H3 -2.509 -1.994 -1.076
H4 -1.982 0.490 -1.132
H5 0.004 0.965 1.779
H6 -1.435 1.471 1.021
H7 1.491 -0.347 0.707
H8 0.970 -1.359 -0.623
H9 3.464 1.670 1.013
H10 3.218 1.855 2.463
O1 2.728 1.731 1.640



Q: Which of them is the most stable? A: entry y.



Entry w
Entry from OMol25: a cluster of 2 separate species, CH8NO in total (ωB97M-V/def2-TZVPD).

Calculated values
- Frontier orbital gap: 10.90 eV
- Highest occupied orbital energy: -14.96 eV
- Net charge: +1
- LUMO: -4.06 eV
- 2S+1: 1

CARTESIAN COORDINATES (ANGSTROEM)
N1 0.159 -1.847 0.419
H1 -0.272 -2.076 -0.444
H2 0.893 -2.527 0.652
H3 0.586 -0.919 0.326
H4 -0.472 -1.947 1.237
C1 -0.424 1.477 -0.690
O1 0.744 0.967 0.142
H5 -0.487 1.138 -1.657
H6 -1.451 1.491 -0.253
H7 -0.214 2.616 -0.527
H8 0.939 1.625 0.795



Entry x
Entry from OMol25: a structure of composition CH8NO (ωB97M-V/def2-TZVPD).

Calculated values
- Frontier orbital gap: 13.87 eV
- Highest occupied orbital energy: -17.58 eV
- Net charge: +1
- LUMO: -3.72 eV
- 2S+1: 1

CARTESIAN COORDINATES (ANGSTROEM)
C1 0.000 0.000 0.000
N1 -0.503 1.172 -0.655
H1 0.456 0.360 0.938
H2 0.778 -0.502 -0.599
H3 -0.783 -0.736 0.249
H4 0.168 1.955 -0.791
H5 -1.278 1.508 -0.049
H6 -0.900 0.918 -1.582
O1 1.086 2.743 -0.599
H7 1.170 2.975 -1.552
H8 1.941 3.022 -0.200



Entry y
Entry from OMol25: a cluster of 2 separate species, CH8NO in total (ωB97M-V/def2-TZVPD).

Calculated values
- Frontier orbital gap: 11.59 eV
- Highest occupied orbital energy: -15.50 eV
- Net charge: +1
- LUMO: -3.92 eV
- 2S+1: 1

CARTESIAN COORDINATES (ANGSTROEM)
N1 -1.317 -0.864 -0.818
H1 -2.001 -1.137 -0.128
H2 -1.686 -0.144 -1.452
H3 -0.393 -0.472 -0.450
H4 -1.140 -1.680 -1.394
C1 1.059 1.088 0.611
O1 0.775 -0.367 0.736
H5 0.111 1.606 0.783
H6 1.760 1.407 1.367
H7 1.286 1.257 -0.439
H8 1.546 -0.695 1.184



Entry z
Entry from OMol25: a cluster of 2 separate species, CH8NO in total (ωB97M-V/def2-TZVPD).

Calculated values
- Frontier orbital gap: 12.85 eV
- Highest occupied orbital energy: -16.48 eV
- Net charge: +1
- LUMO: -3.64 eV
- 2S+1: 1

CARTESIAN COORDINATES (ANGSTROEM)
C1 0.592 0.182 -1.727
N1 -0.477 0.163 -0.646
H1 0.150 0.174 -2.723
H2 1.179 -0.714 -1.595
H3 1.085 1.150 -1.706
H4 -1.374 0.227 -1.116
H5 -0.439 -0.580 0.064
H6 -0.273 0.963 -0.052
H7 0.364 0.211 2.762
H8 -0.487 -0.994 2.565
O1 -0.014 -0.301 2.045



Q: Which of them is the most stable? A: entry z.



Entry w
Entry from OMol25: a structure of composition C3H5NOS2 (ωB97M-V/def2-TZVPD).

Calculated values
- Frontier orbital gap: 8.39 eV
- Highest occupied orbital energy: -7.86 eV
- LUMO: 0.53 eV
- 2S+1: 1

CARTESIAN COORDINATES (ANGSTROEM)
C1 2.347 0.174 -0.122
C2 -0.280 -0.923 -0.058
C3 -1.978 0.697 0.182
H1 3.504 -0.244 -0.777
H2 2.654 0.723 1.000
H3 1.545 0.868 -0.697
H4 -2.633 1.585 -0.465
H5 -2.039 0.910 1.334
N1 -1.306 -1.740 -0.158
O1 -0.487 0.446 -0.275
S1 1.424 -1.443 0.096
S2 -2.751 -1.053 -0.062



Entry x
Entry from OMol25: the molecule C3H5NOS2 (ωB97M-V/def2-TZVPD).

Calculated values
- Frontier orbital gap: 7.58 eV
- Highest occupied orbital energy: -8.43 eV
- LUMO: -0.85 eV
- SMILES: O/N=C(\C=S)CS
- 2S+1: 1

CARTESIAN COORDINATES (ANGSTROEM)
C1 0.761 1.253 -0.148
C2 -0.385 0.410 -0.576
C3 -1.187 -0.323 0.451
H1 2.164 -0.486 -0.905
H2 1.145 1.882 -0.972
H3 0.486 1.938 0.691
H4 -2.220 -0.690 0.204
H5 -1.978 -0.219 -2.955
N1 -0.665 0.322 -1.810
O1 -1.725 -0.548 -2.098
S1 2.161 0.137 0.284
S2 -0.678 -0.658 1.905



Q: Which of them is the most stable? A: entry x.



Entry w
Entry from OMol25: the molecule C3H5NOS2 (ωB97M-V/def2-TZVPD).

Calculated values
- Frontier orbital gap: 8.42 eV
- Highest occupied orbital energy: -8.99 eV
- LUMO: -0.57 eV
- SMILES: CN(C=O)SC=S
- 2S+1: 1

CARTESIAN COORDINATES (ANGSTROEM)
C1 1.192 -0.772 0.220
C2 -1.492 0.442 -1.757
C3 -0.192 0.625 1.578
H1 2.006 -0.629 1.031
H2 1.001 -1.827 0.100
H3 1.809 -0.488 -0.755
H4 -2.208 0.123 -2.431
H5 0.724 0.598 2.177
N1 0.023 -0.085 0.377
O1 -1.221 1.122 2.033
S1 -1.326 -0.638 -0.395
S2 -0.315 1.527 -2.179



Entry x
Entry from OMol25: the molecule C3H5NOS2 (ωB97M-V/def2-TZVPD).

Calculated values
- Frontier orbital gap: 9.34 eV
- Highest occupied orbital energy: -8.76 eV
- LUMO: 0.58 eV
- SMILES: S/N=C1/COCS1
- 2S+1: 1

CARTESIAN COORDINATES (ANGSTROEM)
C1 0.718 0.264 -0.122
C2 -0.507 1.174 -0.027
C3 -1.550 -0.835 0.060
H1 2.746 -1.492 -0.053
H2 -0.368 2.133 -0.557
H3 -0.574 1.428 1.029
H4 -1.862 -0.756 1.085
H5 -2.311 -1.445 -0.470
N1 1.889 0.709 -0.087
O1 -1.603 0.490 -0.506
S1 3.279 -0.255 -0.166
S2 0.145 -1.415 -0.186



Q: Which of them is the most stable? A: entry x.